No. 1
Here is C41H83O31Tl as an isolated structure in a non-equilibrium geometry from the Open Molecules 2025 dataset. Energies are from wB97M-V/def2-TZVPD.

```
! RIJCOSX wB97M-V def2-TZVPD def2/J DEFGRID3
* xyz 2 1
Tl 2.354 -0.341 -3.051
C -0.481 0.245 0.331
O 0.364 0.080 -0.758
H 0.107 0.131 1.242
H -0.982 1.210 0.409
H -1.319 -0.439 0.197
C 2.118 -6.111 -4.203
C 2.796 -5.245 -3.131
O 2.063 -5.069 -1.956
C 1.170 -4.118 -1.802
O 0.971 -3.090 -2.454
O 0.480 -4.487 -0.779
C -0.714 -3.882 -0.297
H 1.666 -7.045 -3.868
H 2.727 -6.294 -5.088
H 1.292 -5.500 -4.567
H 3.096 -4.231 -3.393
H 3.719 -5.697 -2.768
H -1.383 -4.634 0.121
H -1.350 -3.480 -1.086
H -0.511 -3.192 0.522
C -1.959 -3.363 -7.202
C -1.133 -2.296 -6.435
O -2.003 -1.492 -5.682
C -1.539 -0.677 -4.665
O -0.357 -0.378 -4.484
O -2.554 -0.205 -4.007
C -2.444 0.348 -2.734
H -2.589 -4.036 -6.619
H -1.118 -3.970 -7.537
H -2.523 -2.886 -8.003
H -0.404 -1.829 -7.098
H -0.564 -2.946 -5.770
H -1.520 0.926 -2.745
H -2.423 -0.386 -1.928
H -3.186 1.145 -2.711
C -3.856 -1.660 3.924
C -4.627 -3.019 3.743
O -3.831 -4.212 3.883
C -2.890 -4.579 3.004
O -2.656 -4.114 1.878
O -2.190 -5.656 3.522
C -1.156 -6.341 2.798
H -3.238 -1.765 4.816
H -4.527 -0.806 4.022
H -3.235 -1.418 3.061
H -5.285 -3.151 2.884
H -5.399 -2.965 4.511
H -1.363 -6.481 1.737
H -1.116 -7.273 3.361
H -0.264 -5.725 2.911
C 1.822 -3.739 2.317
C 2.011 -2.438 1.450
O 3.429 -2.114 1.619
C 4.011 -1.246 0.685
O 3.457 -0.956 -0.354
O 5.237 -0.985 1.082
C 6.183 -0.395 0.209
H 2.558 -3.664 3.118
H 1.985 -4.676 1.786
H 0.792 -3.834 2.659
H 1.344 -1.656 1.811
H 1.827 -2.757 0.424
H 7.010 0.025 0.781
H 5.668 0.412 -0.311
H 6.591 -1.149 -0.464
C 5.398 5.801 -2.778
C 4.968 4.353 -2.594
O 4.145 4.262 -1.455
C 3.559 3.107 -0.960
O 3.617 2.040 -1.516
O 3.045 3.405 0.208
C 2.693 2.354 1.118
H 5.870 6.193 -1.877
H 4.643 6.457 -3.211
H 6.074 5.742 -3.631
H 5.843 3.734 -2.396
H 4.467 3.973 -3.484
H 2.629 2.688 2.153
H 3.398 1.526 1.193
H 1.767 1.838 0.865
C 4.314 4.521 6.617
C 4.051 5.274 5.363
O 3.066 4.485 4.584
C 1.858 4.978 4.375
O 1.355 5.941 4.939
O 1.229 4.245 3.417
C -0.057 4.659 2.980
H 3.471 4.433 7.303
H 5.026 5.157 7.142
H 4.749 3.537 6.442
H 4.914 5.416 4.714
H 3.667 6.273 5.568
H -0.097 4.896 1.917
H -0.499 5.504 3.509
H -0.705 3.798 3.144
C -5.409 2.626 -1.499
C -4.353 2.988 -0.469
O -4.572 2.329 0.796
C -3.825 2.623 1.807
O -3.195 3.619 1.956
O -3.792 1.590 2.698
C -2.748 1.558 3.671
H -5.488 1.559 -1.707
H -5.181 3.061 -2.473
H -6.398 2.972 -1.198
H -4.485 4.054 -0.285
H -3.337 2.917 -0.857
H -2.698 0.718 4.363
H -2.535 2.509 4.158
H -1.883 1.297 3.061
C 1.043 5.947 -6.517
C 0.984 5.650 -4.997
O 1.562 4.380 -4.648
C 1.120 3.531 -3.690
O 1.350 2.307 -3.696
O 0.420 4.154 -2.828
C -0.214 3.434 -1.719
H 0.942 7.010 -6.739
H 0.259 5.547 -7.159
H 1.966 5.525 -6.917
H -0.034 5.710 -4.612
H 1.588 6.360 -4.433
H -0.709 4.131 -1.042
H 0.535 2.881 -1.152
H -0.922 2.670 -2.040
C 2.629 0.697 4.298
C 1.126 1.179 4.257
O 0.427 0.030 3.934
C 0.059 -0.938 4.874
O 0.119 -0.799 6.085
O -0.354 -2.028 4.313
C -0.568 -3.231 5.063
H 2.844 -0.053 5.059
H 3.335 1.526 4.270
H 2.911 0.129 3.411
H 0.934 1.907 3.469
H 0.818 1.558 5.232
H -1.526 -3.223 5.582
H 0.245 -3.505 5.736
H -0.519 -4.068 4.368
C -3.132 -4.537 -3.410
C -4.295 -3.560 -3.542
O -4.248 -2.389 -2.810
C -4.500 -2.458 -1.517
O -4.824 -3.482 -0.893
O -4.353 -1.220 -0.960
C -4.388 -1.125 0.435
H -3.264 -5.053 -2.458
H -2.176 -4.031 -3.541
H -3.191 -5.296 -4.190
H -5.196 -4.121 -3.296
H -4.249 -3.273 -4.592
H -5.275 -1.598 0.856
H -4.487 -0.088 0.756
H -3.518 -1.626 0.861
*
```

Properties
DFT total energy = -112006.1549 eV



No. 2
Here is a 4-piece molecular cluster, C41H84BrCl2N6O9P2S overall in a non-equilibrium geometry from the Open Molecules 2025 dataset. Energies are from wB97M-V/def2-TZVPD.

```
! RIJCOSX wB97M-V def2-TZVPD def2/J DEFGRID3
* xyz 0 4
C -2.766 -1.978 4.896
C -3.602 -2.184 3.630
C -2.683 -2.022 2.405
Cl -2.252 -0.292 2.300
C -3.304 -2.622 1.104
N -3.533 -4.033 1.411
Cl -4.894 -4.788 0.725
C -2.407 -4.892 1.720
C -2.761 -6.382 1.926
C -2.664 -7.226 0.623
C -3.983 -7.888 0.174
N -4.194 -7.547 -1.259
C -5.534 -7.633 -1.657
C -5.846 -6.930 -2.957
O -6.381 -8.203 -1.046
C -2.382 -2.363 -0.184
Br -2.616 -3.805 -1.524
O -2.662 -1.084 -0.609
C -2.483 -0.587 -1.903
C -2.575 0.953 -1.731
S -3.893 -0.958 -3.093
C -1.148 -0.840 -2.676
N -0.103 0.187 -2.426
P -0.501 -2.424 0.215
O 0.118 -1.100 0.300
P -4.977 -1.807 0.785
O -4.936 -0.358 0.870
O -5.479 -2.164 -0.707
O -6.051 -2.261 1.891
H -3.410 -1.820 5.757
H -2.117 -2.834 5.083
H -2.119 -1.104 4.833
H -4.001 -3.191 3.697
H -4.369 -1.418 3.596
H -1.767 -2.531 2.687
H -1.623 -4.922 0.953
H -1.888 -4.615 2.640
H -3.695 -6.518 2.467
H -1.981 -6.770 2.583
H -1.828 -7.920 0.684
H -2.398 -6.522 -0.164
H -3.863 -8.971 0.221
H -4.825 -7.522 0.741
H -3.591 -8.113 -1.844
H -4.970 -6.961 -3.608
H -6.646 -7.432 -3.490
H -6.078 -5.879 -2.801
H -3.600 1.136 -1.421
H -2.383 1.389 -2.705
H -1.877 1.278 -0.968
H -3.537 -0.281 -4.201
H -1.384 -0.792 -3.733
H -0.695 -1.816 -2.513
H 0.767 -0.290 -2.232
H 0.021 0.711 -3.284
H 0.083 -3.090 -0.890
H -0.261 -3.259 1.326
H -6.438 -2.303 -0.642
H -6.686 -1.532 1.974
C -3.136 7.001 -3.611
C -2.504 5.588 -3.698
C -2.072 5.118 -2.305
C -0.783 5.760 -1.796
C 0.329 5.645 -2.836
C -0.083 6.196 -4.201
N -1.370 5.606 -4.671
O -1.151 4.400 -5.075
C -0.181 7.732 -4.121
C 1.040 5.945 -5.205
C -3.638 4.680 -4.174
H -2.969 7.567 -4.527
H -4.216 6.944 -3.481
H -2.757 7.585 -2.772
H -1.924 4.033 -2.316
H -2.874 5.309 -1.588
H -0.956 6.808 -1.532
H -0.470 5.268 -0.872
H 1.220 6.169 -2.483
H 0.612 4.592 -2.933
H -0.540 8.150 -5.063
H 0.803 8.158 -3.922
H -0.827 8.090 -3.323
H 1.300 4.891 -5.286
H 1.944 6.470 -4.896
H 0.767 6.307 -6.198
H -3.967 4.951 -5.179
H -4.491 4.773 -3.502
H -3.354 3.628 -4.176
C 7.413 7.547 -2.629
C 6.071 6.772 -2.659
C 6.221 5.432 -1.931
C 6.959 4.362 -2.732
C 6.359 4.219 -4.128
C 6.293 5.549 -4.880
N 5.619 6.607 -4.074
O 4.350 6.384 -4.080
C 7.718 5.983 -5.273
C 5.580 5.340 -6.215
C 5.096 7.638 -1.860
H 7.526 8.179 -3.511
H 7.467 8.214 -1.769
H 8.282 6.892 -2.563
H 5.229 5.041 -1.680
H 6.736 5.592 -0.980
H 8.026 4.598 -2.796
H 6.897 3.406 -2.209
H 6.940 3.499 -4.708
H 5.353 3.796 -4.036
H 7.710 6.964 -5.751
H 8.142 5.272 -5.982
H 8.413 6.019 -4.437
H 4.580 4.924 -6.094
H 6.144 4.640 -6.832
H 5.496 6.279 -6.765
H 4.926 8.598 -2.351
H 5.504 7.832 -0.869
H 4.133 7.150 -1.714
C 2.281 -3.601 8.045
C 0.904 -4.310 7.988
C 0.977 -5.659 8.713
C 1.678 -6.760 7.919
C 1.097 -6.870 6.512
C 1.107 -5.535 5.766
N 0.471 -4.450 6.565
O -0.808 -4.612 6.534
C 2.558 -5.167 5.400
C 0.409 -5.703 4.416
C -0.043 -3.402 8.772
H 2.439 -2.972 7.168
H 2.351 -2.940 8.908
H 3.116 -4.297 8.124
H -0.036 -6.004 8.943
H 1.482 -5.528 9.672
H 2.755 -6.576 7.875
H 1.561 -7.715 8.436
H 1.654 -7.614 5.939
H 0.070 -7.245 6.584
H 2.606 -4.185 4.928
H 2.961 -5.895 4.695
H 3.238 -5.169 6.248
H -0.612 -6.071 4.518
H 0.950 -6.426 3.805
H 0.381 -4.756 3.871
H -0.158 -2.433 8.283
H 0.356 -3.231 9.772
H -1.030 -3.844 8.899
*
```

Properties
expectation value of S² = 3.762
ΔE to the lowest compared entry with this formula, charge and spin = 54.8 kcal per mole



No. 3
Here is C41H88AsINO12P2 as an isolated structure from the Open Molecules 2025 dataset. Energies are from wB97M-V/def2-TZVPD.

```
! RIJCOSX wB97M-V def2-TZVPD def2/J DEFGRID3
* xyz -1 1
C -5.238 2.396 -2.930
C -4.185 2.451 -4.035
O -3.731 3.789 -4.307
P -2.596 4.372 -3.341
O -2.761 3.996 -1.921
C -1.035 3.977 -4.122
C -0.456 2.577 -3.826
C 0.847 2.578 -3.024
As 0.739 3.173 -1.072
C 1.626 1.467 -0.358
C 0.865 0.158 -0.589
N -0.463 0.044 0.043
C -1.594 -0.150 -0.857
C -1.477 -1.233 -1.954
C -0.461 -0.815 1.176
C -0.001 -2.248 1.016
O -0.815 -0.426 2.265
P 0.434 4.153 1.145
O -0.213 2.828 1.921
I 2.698 4.194 2.164
O -2.805 5.923 -3.656
C -2.040 6.822 -2.823
C -2.905 7.393 -1.718
H -5.616 3.395 -2.720
H -6.056 1.735 -3.222
H -4.803 2.023 -2.003
H -4.598 2.091 -4.978
H -3.343 1.802 -3.790
H -0.298 4.734 -3.847
H -1.214 4.088 -5.196
H -1.199 1.969 -3.300
H -0.281 2.081 -4.787
H 1.284 1.579 -3.132
H 1.550 3.280 -3.488
H -0.704 2.561 -0.886
H 0.062 4.541 -1.576
H 2.171 3.906 -1.194
H 1.891 1.569 0.697
H 2.563 1.385 -0.924
H 1.485 -0.666 -0.206
H 0.777 -0.012 -1.665
H -2.465 -0.365 -0.228
H -1.810 0.813 -1.329
H -1.264 -0.770 -2.923
H -0.658 -1.926 -1.771
H -2.414 -1.781 -2.070
H 0.873 -2.428 1.645
H 0.215 -2.514 -0.015
H -0.821 -2.877 1.372
H -1.025 2.595 1.449
H -1.171 6.312 -2.396
H -1.676 7.607 -3.489
H -3.618 8.117 -2.120
H -2.282 7.893 -0.974
H -3.461 6.589 -1.239
C -1.181 1.850 5.804
C -2.337 1.866 6.800
C -2.695 3.349 6.825
O -2.394 3.861 5.533
C -1.617 2.899 4.796
H -1.008 0.877 5.348
H -0.257 2.161 6.297
H -3.175 1.282 6.411
H -2.076 1.474 7.783
H -2.094 3.883 7.572
H -3.751 3.531 7.043
H -2.248 2.456 4.020
H -0.782 3.394 4.309
C -4.304 -5.227 3.488
C -3.416 -6.201 2.713
C -2.768 -5.274 1.691
O -2.662 -4.000 2.322
C -3.432 -3.977 3.523
H -4.577 -5.576 4.483
H -5.223 -5.032 2.930
H -2.657 -6.626 3.373
H -3.962 -7.021 2.250
H -3.389 -5.176 0.793
H -1.773 -5.601 1.387
H -2.752 -3.989 4.381
H -4.005 -3.051 3.555
C 2.473 -0.274 8.885
C 2.861 -0.422 7.413
C 1.526 -0.791 6.779
O 0.525 -0.147 7.563
C 1.090 0.359 8.768
H 3.166 0.336 9.462
H 2.403 -1.256 9.359
H 3.213 0.534 7.020
H 3.633 -1.169 7.233
H 1.358 -1.875 6.811
H 1.435 -0.456 5.745
H 1.162 1.450 8.698
H 0.429 0.110 9.600
C 3.379 -4.107 -3.559
C 3.424 -4.946 -2.282
C 2.814 -3.985 -1.268
O 1.883 -3.181 -1.988
C 2.060 -3.367 -3.392
H 3.410 -4.694 -4.476
H 4.212 -3.399 -3.572
H 2.793 -5.830 -2.393
H 4.425 -5.273 -2.003
H 3.576 -3.331 -0.828
H 2.289 -4.495 -0.458
H 1.225 -3.957 -3.786
H 2.051 -2.389 -3.877
C 2.554 -4.854 5.766
C 1.120 -4.580 5.317
C 0.965 -5.564 4.165
O 1.792 -6.687 4.486
C 2.648 -6.364 5.581
H 2.760 -4.544 6.790
H 3.258 -4.344 5.106
H 0.421 -4.826 6.120
H 0.943 -3.549 5.016
H 1.309 -5.126 3.222
H -0.060 -5.909 4.031
H 2.298 -6.893 6.474
H 3.658 -6.706 5.351
C 2.035 -4.315 -8.616
C 1.588 -5.766 -8.795
C 1.945 -6.364 -7.439
O 1.798 -5.310 -6.489
C 1.659 -4.057 -7.163
H 1.554 -3.620 -9.302
H 3.116 -4.235 -8.749
H 0.509 -5.811 -8.957
H 2.078 -6.279 -9.621
H 2.982 -6.717 -7.424
H 1.295 -7.192 -7.150
H 0.621 -3.720 -7.074
H 2.301 -3.323 -6.675
C 2.653 8.212 -3.929
C 1.375 8.627 -4.662
C 1.120 7.410 -5.545
O 1.620 6.286 -4.828
C 2.406 6.725 -3.714
H 2.817 8.746 -2.995
H 3.522 8.369 -4.572
H 0.559 8.754 -3.948
H 1.474 9.548 -5.236
H 1.657 7.495 -6.498
H 0.061 7.249 -5.758
H 1.852 6.538 -2.789
H 3.323 6.137 -3.682
*
```

Properties
DFT total energy = -157518.6195 eV